DFT (the ωB97M-V functional and the def2-TZVPD basis) results for C56H39Cl4N9OS2V as an isolated structure.

Values from the calculation:
Gap between HOMO and LUMO (spin up / spin down) = 5.00 / 5.19 eV
Net charge = +1
Spin multiplicity = 3
E_HOMO (spin up / spin down) = -0.324 / -0.330 Ha

```
112
Properties=species:S:1:pos:R:3:forces:R:3:mulliken_spin:R:1
V -0.312395 0.021298 -0.061647 1.474 -1.138 1.193 1.81
Cl -2.369767 -7.653684 3.541709 -0.014 -0.075 0.011 0.00
C -2.350300 -6.015874 2.999097 0.058 0.210 -0.151 0.04
C -2.030067 -4.997251 3.885228 -0.047 -0.237 0.003 -0.02
C -1.994274 -3.690423 3.448752 -0.160 0.143 -0.213 0.03
C -2.293607 -3.338738 2.120858 -0.189 -0.772 0.327 0.02
C -2.565986 -4.403860 1.240016 0.053 0.280 0.169 0.03
C -2.608841 -5.712208 1.668766 -0.092 -0.270 0.241 -0.02
C -2.187141 -1.992950 1.604208 -0.198 1.203 -0.421 0.13
C -1.783054 -0.847519 2.325997 -0.454 -0.383 -0.024 -0.06
C -2.059552 -0.544424 3.695051 0.016 0.229 0.232 0.02
C -1.855813 0.792308 3.857975 -0.093 -0.419 0.101 -0.03
C -1.397874 1.300689 2.603755 0.013 0.716 0.043 0.01
C -0.934990 2.614800 2.377909 0.549 -1.129 -0.567 0.06
C -1.470119 3.742029 3.117678 -0.225 0.615 0.486 -0.01
C -0.908213 5.030744 3.083009 -0.038 -0.330 -0.032 0.01
C -1.404219 6.062652 3.849739 -0.134 0.103 0.216 -0.01
C -2.501974 5.852281 4.675462 0.097 -0.281 -0.292 0.01
Cl -3.084375 7.118135 5.684872 -0.051 0.076 0.041 0.00
C -3.157668 4.628024 4.633935 -0.030 0.305 0.188 -0.01
C -2.666378 3.610442 3.849053 0.261 -0.108 -0.275 0.01
C 0.153989 2.690372 1.454941 -0.341 0.029 0.229 -0.03
N 0.296596 1.848154 0.405452 0.092 0.812 -0.072 -0.05
C 1.477553 2.164384 -0.219246 0.011 0.406 -0.369 0.07
C 1.743601 1.884281 -1.565605 -0.368 0.122 0.310 -0.02
C 3.038117 2.303455 -2.121641 0.255 0.053 -0.051 -0.02
C 3.141217 3.209212 -3.172970 -0.086 -0.039 0.105 -0.01
C 4.375138 3.568862 -3.677075 0.240 0.012 -0.072 0.00
C 5.527535 3.029509 -3.125132 -0.224 -0.053 0.143 -0.01
Cl 7.071058 3.467160 -3.755884 0.129 0.040 -0.068 0.00
C 5.447138 2.159275 -2.047536 0.174 0.126 -0.107 0.00
C 4.209388 1.809067 -1.549402 -0.139 0.011 -0.126 0.00
C 0.702341 1.410435 -2.374377 -0.021 0.132 -0.244 0.09
C 0.536609 1.575788 -3.787815 -0.018 -0.082 0.067 -0.01
C -0.749434 1.237980 -4.071631 -0.072 0.037 0.187 0.03
C -1.336478 0.767430 -2.853023 0.069 0.093 -0.251 0.03
N -0.431705 0.865536 -1.841751 -0.270 0.650 -1.099 -0.11
C -2.559736 0.102046 -2.754101 0.091 -0.226 0.568 0.00
C -2.879415 -0.625631 -1.614616 -0.030 0.276 -0.573 0.08
C -4.016816 -1.470520 -1.463890 0.099 -0.273 0.434 -0.05
C -3.833645 -2.161095 -0.302475 -0.099 0.034 -0.420 0.05
C -2.610657 -1.697570 0.270419 -0.125 -0.304 0.623 -0.03
N -2.061275 -0.750132 -0.511043 -0.665 -0.391 -0.522 -0.07
C -3.436855 -0.012221 -3.939551 -0.136 0.020 -0.098 -0.01
C -4.209572 1.058455 -4.373292 0.110 -0.132 0.064 -0.01
C -5.055918 0.919739 -5.458008 -0.083 -0.014 -0.166 0.00
C -5.116385 -0.289018 -6.135187 0.205 0.035 0.231 0.00
Cl -6.167780 -0.465864 -7.490541 -0.083 -0.002 -0.113 0.00
C -4.332117 -1.358761 -5.728019 -0.113 0.006 -0.124 0.00
C -3.508756 -1.220772 -4.628036 0.033 0.174 0.056 -0.01
C 2.166317 3.139226 0.557681 -0.110 0.102 0.307 -0.06
C 1.327831 3.490876 1.577466 0.314 0.026 -0.409 0.03
N -1.316900 0.276427 1.708298 0.100 -0.142 0.253 0.01
H -1.814945 -5.232286 4.916901 0.025 -0.034 0.073 0.00
H -1.719029 -2.940354 4.167139 0.047 0.091 0.049 0.00
H -2.708327 -4.208118 0.190804 0.034 -0.014 -0.078 0.00
H -2.839380 -6.502644 0.970876 0.026 -0.085 -0.048 0.00
H -2.469238 -1.205661 4.430730 -0.033 -0.115 0.146 0.00
H -1.934086 1.344663 4.773719 -0.127 0.096 0.091 0.00
H -0.084495 5.248143 2.428967 0.097 0.032 -0.057 0.00
H -0.939798 7.035641 3.808846 0.019 0.086 0.022 0.00
H -4.058447 4.478347 5.207975 -0.105 0.040 0.040 0.00
H -3.240752 2.702094 3.768619 -0.054 0.007 0.045 0.00
H 2.247173 3.667155 -3.567028 -0.040 0.047 -0.091 0.00
H 4.453934 4.270776 -4.491424 0.002 0.093 -0.080 0.00
H 6.350414 1.771226 -1.602681 0.088 -0.038 0.018 0.00
H 4.143557 1.135303 -0.710517 0.028 -0.068 0.093 -0.01
H 1.279887 1.913872 -4.482534 0.114 0.099 -0.064 0.00
H -1.249820 1.273955 -5.020929 -0.052 -0.011 -0.158 0.00
H -4.844163 -1.540659 -2.143364 -0.127 0.048 -0.097 0.00
H -4.508530 -2.854710 0.159665 -0.102 -0.144 0.046 0.00
H -4.161194 1.997472 -3.844115 -0.010 0.132 0.055 0.00
H -5.667351 1.747258 -5.778824 -0.086 0.078 -0.067 0.00
H -4.366257 -2.291543 -6.266735 -0.063 -0.103 -0.082 0.00
H -2.906938 -2.056606 -4.303407 0.057 -0.100 0.048 0.00
H 3.128368 3.558960 0.335325 0.171 0.044 -0.036 0.00
H 1.555573 4.168312 2.374641 -0.020 0.222 0.086 0.00
C 2.063095 1.043336 3.591650 0.044 0.151 0.164 -0.01
C 2.692751 0.283308 2.485478 0.831 -0.029 0.313 -0.01
N 2.142204 -0.053508 1.370025 -0.624 -0.021 -0.214 0.03
C 2.999579 -0.725163 0.547082 0.959 -0.220 0.555 0.03
C 4.244990 -0.925588 1.083852 -0.252 0.157 0.019 0.00
S 4.359871 -0.226345 2.637623 -0.711 0.110 -0.296 0.00
C 2.609516 -1.178661 -0.775278 0.882 -0.576 -0.659 0.00
C 3.498093 -1.735524 -1.656080 -0.410 0.150 -0.002 0.00
S 2.701059 -2.267843 -3.066498 -0.477 0.291 0.645 0.00
C 1.198517 -1.718463 -2.389993 0.541 -0.417 -0.808 0.00
N 1.318949 -1.150083 -1.231160 -0.514 0.371 0.626 -0.02
C -0.038430 -1.981878 -3.154712 -0.277 0.114 -0.064 0.02
H 0.988717 1.110725 3.448186 -0.075 -0.035 0.039 0.01
H 2.457780 2.060276 3.612678 -0.034 -0.027 0.030 0.00
H 2.292519 0.582212 4.551533 -0.072 -0.031 0.059 0.00
H 5.093545 -1.424847 0.661299 0.109 -0.143 -0.174 0.00
H 4.554536 -1.862097 -1.552887 0.286 0.042 0.112 0.00
H 0.054211 -2.940904 -3.658426 -0.066 -0.088 0.009 0.00
H -0.198206 -1.213081 -3.910366 0.036 -0.041 -0.005 0.00
H -0.886228 -2.017044 -2.476268 0.029 -0.064 -0.060 0.00
C 1.680769 -4.888648 3.557137 0.162 -0.108 0.099 0.00
N 1.154648 -4.122958 2.465465 -0.033 0.147 0.098 0.00
C 0.890038 -4.706756 1.178106 -0.110 -0.057 -0.308 0.00
C 0.358894 -3.488792 0.408370 0.158 -0.586 0.217 0.05
O -0.084280 -3.501375 -0.716290 -0.156 -0.329 -0.165 0.00
N 0.426263 -2.402941 1.226290 -0.063 0.866 -0.326 -0.05
C 0.848191 -2.818111 2.410688 0.292 -0.300 -0.098 0.03
N 0.975479 -1.988571 3.457237 -0.027 -0.233 0.060 0.00
H 1.106021 -5.809131 3.668665 -0.040 0.036 0.103 0.00
H 1.629353 -4.323765 4.485279 0.005 -0.095 0.048 0.00
H 2.723049 -5.154636 3.365161 0.018 -0.001 0.105 0.00
H 0.133831 -5.493210 1.240839 -0.005 0.056 -0.031 0.00
H 1.790261 -5.124610 0.719735 0.001 0.079 -0.054 0.00
H 0.512745 -1.099636 3.361638 -0.032 0.063 0.059 0.00
H 1.055221 -2.373886 4.382839 -0.008 0.086 -0.016 0.00
```
Positions in Å, forces in eV/Å.

=====

DFT (the ωB97M-V functional and the def2-TZVPD basis) results for C56H41N4O4Ru as an isolated structure.

Values from the calculation:
Gap between HOMO and LUMO (spin up / spin down) = 5.24 / 5.08 eV
Net charge = +1
Spin multiplicity = 5
E_HOMO (spin up / spin down) = -0.322 / -0.365 Ha

```
106
Properties=species:S:1:pos:R:3:forces:R:3:mulliken_spin:R:1
Ru 0.343457 -0.307463 -0.028812 0.075 0.165 0.730 1.56
C 0.133036 -5.871978 -6.202731 -0.033 0.007 -0.012 0.00
O 1.241574 -5.030816 -5.917827 0.051 -0.043 0.023 0.04
C 1.420071 -4.624013 -4.647398 -0.015 -0.003 -0.038 0.15
C 0.542724 -4.897518 -3.597229 0.022 -0.032 0.025 -0.06
C 0.808941 -4.402614 -2.336401 0.016 -0.108 -0.026 0.16
C 1.945000 -3.608445 -2.074092 0.195 -0.067 0.157 0.07
C 2.839493 -3.385756 -3.152176 -0.034 0.001 -0.055 0.12
C 2.581819 -3.877922 -4.403169 0.007 0.001 0.027 -0.07
C 2.147096 -3.013057 -0.792512 -0.275 0.089 -0.046 0.32
C 2.908271 -1.759838 -0.700317 0.059 -0.009 -0.125 0.28
C 4.285877 -1.520921 -0.839521 0.039 0.010 0.030 0.03
C 4.445573 -0.157586 -0.974898 0.007 0.016 0.098 0.14
C 3.154889 0.424532 -0.902878 -0.015 -0.007 -0.060 0.02
N 2.230172 -0.589441 -0.676017 0.039 -0.088 -0.123 0.01
C 2.798731 1.721170 -1.236340 0.029 -0.068 -0.009 -0.02
C 1.472999 2.167285 -1.337406 0.009 0.055 0.077 0.14
C 1.078655 3.430724 -1.846621 -0.001 -0.009 -0.003 -0.07
C -0.284291 3.488634 -1.789211 0.005 0.016 0.020 0.13
C -0.741660 2.269146 -1.211028 0.019 0.040 0.116 -0.07
C -2.067718 1.994937 -0.853586 0.010 -0.008 -0.020 0.05
C -3.105503 2.981340 -1.243808 -0.041 -0.009 -0.019 0.04
C -3.375805 3.219914 -2.584843 -0.011 -0.038 0.005 0.03
C -4.352163 4.125957 -2.977811 -0.003 0.021 -0.003 0.00
C -5.072156 4.819424 -2.010158 -0.003 -0.015 0.010 0.01
O -6.044106 5.718553 -2.276941 0.015 0.017 0.011 0.00
C -6.333429 5.999046 -3.637153 -0.009 -0.003 -0.007 0.00
C -4.800935 4.598535 -0.658041 -0.003 0.004 -0.009 0.00
C -3.834080 3.690552 -0.284647 0.039 0.041 0.002 0.02
C -2.460473 0.872047 -0.103228 0.015 -0.001 -0.009 -0.07
N -1.630028 -0.148803 0.285729 -0.044 -0.020 -0.029 0.04
C -2.366611 -0.976469 1.116098 -0.032 -0.031 -0.030 0.11
C -1.896773 -2.149221 1.727414 0.074 -0.029 0.000 0.00
C -2.735765 -2.790388 2.773397 -0.046 0.038 -0.001 0.00
C -3.896683 -3.496627 2.457881 0.000 -0.008 -0.008 0.01
C -4.669216 -4.057745 3.452695 0.005 -0.004 0.006 0.00
C -4.299035 -3.917562 4.791866 0.021 -0.031 -0.006 0.00
O -5.122933 -4.496125 5.693377 -0.031 0.040 -0.014 0.00
C -4.834041 -4.313022 7.069915 0.015 -0.017 0.012 0.00
C -3.137737 -3.223982 5.117696 -0.007 -0.004 0.011 0.00
C -2.364862 -2.669299 4.104934 0.001 -0.048 -0.026 0.01
C -0.696871 -2.762323 1.396987 -0.049 0.029 0.008 0.03
C -0.263261 -4.058098 1.774170 0.035 0.032 0.023 0.14
C 0.877080 -4.334377 1.047376 -0.063 -0.061 -0.017 0.03
C 1.125693 -3.212475 0.239927 0.071 0.136 0.141 0.26
N 0.202065 -2.253888 0.468570 0.010 -0.168 -0.108 -0.02
C -3.685280 -0.468476 1.223010 0.030 0.028 0.026 -0.07
C -3.759316 0.644614 0.432977 -0.008 -0.009 0.001 0.12
N 0.345047 1.463908 -0.948140 -0.014 -0.032 -0.122 0.05
C 3.882936 2.671617 -1.608809 -0.030 0.053 -0.019 0.01
C 4.277990 2.805461 -2.930894 0.006 -0.024 0.030 0.01
C 5.268872 3.708762 -3.295465 0.016 0.023 0.004 0.00
C 5.873456 4.493861 -2.318182 0.002 -0.005 -0.003 0.00
O 6.839214 5.408150 -2.561053 -0.001 -0.006 0.008 0.00
C 7.259197 5.588098 -3.903777 0.006 -0.002 -0.009 0.00
C 5.485401 4.358507 -0.984359 0.002 0.001 -0.003 0.00
C 4.500092 3.457842 -0.636946 0.010 -0.006 0.019 0.01
H 0.203186 -6.109935 -7.259406 -0.002 -0.001 0.006 0.00
H -0.810864 -5.357954 -6.008450 0.005 -0.003 0.000 0.00
H 0.179937 -6.792500 -5.617284 -0.001 0.002 -0.005 0.00
H -0.344459 -5.492894 -3.754260 -0.010 0.012 -0.008 0.00
H 0.117879 -4.626959 -1.534012 -0.017 0.037 -0.020 0.02
H 3.749305 -2.828074 -2.982507 -0.015 0.066 -0.019 0.01
H 3.266300 -3.711402 -5.223851 -0.001 0.012 -0.007 0.00
H 5.051699 -2.278703 -0.857551 -0.007 -0.017 -0.040 0.00
H 5.361256 0.389793 -1.128078 0.002 0.002 -0.029 0.00
H 1.755745 4.187770 -2.205261 0.010 0.006 0.001 0.00
H -0.917336 4.310018 -2.078393 -0.011 -0.003 -0.003 0.01
H -2.825759 2.676057 -3.343526 0.004 0.002 -0.001 0.00
H -4.542646 4.274893 -4.030195 -0.003 0.000 -0.001 0.00
H -7.112320 6.755052 -3.627635 0.000 -0.003 -0.002 0.00
H -6.698439 5.108669 -4.154221 0.003 0.001 -0.002 0.00
H -5.454308 6.390041 -4.154385 -0.002 0.004 -0.001 0.00
H -5.360919 5.156849 0.079805 0.000 0.007 0.001 0.00
H -3.620285 3.542075 0.766790 -0.012 -0.016 0.003 0.00
H -4.186812 -3.615395 1.420875 -0.017 0.018 -0.001 0.00
H -5.568346 -4.611930 3.220028 -0.001 -0.005 0.000 0.00
H -5.653335 -4.775192 7.611831 0.008 -0.006 0.001 0.00
H -4.783300 -3.251728 7.324096 -0.010 -0.006 0.004 0.00
H -3.896487 -4.802214 7.344631 0.004 0.011 -0.001 0.00
H -2.824575 -3.109595 6.144868 -0.002 0.000 -0.001 0.00
H -1.461002 -2.128809 4.361217 -0.001 0.015 0.000 0.00
H -0.774116 -4.698535 2.474468 -0.002 -0.009 0.003 0.00
H 1.459209 -5.241027 1.049414 0.010 0.000 -0.007 0.00
H -4.471594 -0.908909 1.812285 -0.012 -0.006 0.000 0.00
H -4.624867 1.256792 0.248257 0.003 0.013 0.007 0.01
H 3.808031 2.195884 -3.693493 -0.006 0.005 -0.008 0.00
H 5.555457 3.789829 -4.333305 0.000 0.000 -0.003 0.00
H 8.022364 6.359616 -3.877999 -0.001 -0.001 -0.001 0.00
H 6.430971 5.918098 -4.535370 0.003 0.000 0.002 0.00
H 7.687251 4.668764 -4.310381 -0.002 0.003 0.001 0.00
H 5.969445 4.974499 -0.238857 0.007 0.005 0.000 0.00
H 4.202985 3.360963 0.400220 -0.011 0.005 0.001 0.00
C 0.810103 0.102854 1.754380 -0.126 -0.047 -0.536 -0.05
C 1.021131 0.221563 2.951119 0.045 0.052 0.006 0.20
C 1.265284 0.339177 4.348174 -0.027 -0.021 -0.005 -0.02
C 1.984342 -0.661193 5.011142 0.012 0.007 0.002 0.05
C 2.205876 -0.560224 6.372710 -0.006 -0.004 -0.002 -0.02
C 1.715195 0.530969 7.078993 0.003 -0.002 0.001 0.05
C 0.999163 1.525117 6.424292 0.001 0.004 -0.001 -0.02
C 0.770786 1.434280 5.063100 0.006 0.011 -0.001 0.05
H 2.363147 -1.503953 4.448154 -0.002 -0.005 0.003 0.00
H 2.763010 -1.332703 6.885212 0.006 0.002 0.002 0.00
H 1.893456 0.608110 8.143250 -0.002 -0.002 0.002 0.00
H 0.619848 2.373658 6.977221 -0.002 0.002 0.002 0.00
H 0.214755 2.202063 4.542306 -0.003 0.002 0.000 0.00
```
Positions in Å, forces in eV/Å.

=====

Q: The highest spin multiplicity belongs to which entry?
A: C56H41N4O4Ru